Record 1
59
Properties=species:S:1:pos:R:3 method="wB97M-V/def2-TZVPD" spin_multiplicity=1 homo_ev="-4.173 / -4.173" e_tot_ev=-151682.9959 e_lumo_ev="1.0 / 1.0" total_charge=-1 orbital_gap_ev="5.193 / 5.181" max_force_ha_per_bohr=0.015
Pd -0.55 -0.34 0.30
C -1.96 0.69 3.50
Si -1.41 -1.04 3.03
C -1.25 -2.04 4.62
C -2.71 -1.96 2.05
N 0.05 -0.90 2.07
C 1.37 -0.89 2.51
C 1.73 -0.76 3.85
C 3.05 -0.75 4.27
C 4.06 -0.86 3.33
C 3.75 -0.97 1.98
C 2.42 -1.00 1.57
O 2.05 -1.08 0.26
C 3.02 -1.24 -0.72
C 3.68 -2.46 -0.84
C 4.61 -2.61 -1.86
C 4.85 -1.57 -2.74
C 4.17 -0.37 -2.62
C 3.24 -0.20 -1.60
H -2.99 0.69 3.87
H -1.91 1.37 2.64
H -1.31 1.09 4.28
H -2.27 -2.31 4.93
H -0.80 -1.50 5.45
H -0.69 -2.97 4.47
H -3.67 -1.92 2.57
H -2.41 -3.01 1.95
H -2.87 -1.56 1.04
H 0.94 -0.65 4.59
H 3.28 -0.65 5.32
H 5.10 -0.83 3.63
H 4.53 -1.03 1.24
H 3.46 -3.26 -0.15
H 5.13 -3.55 -1.97
H 5.57 -1.70 -3.55
H 4.31 0.44 -3.33
H 2.68 0.72 -1.51
Br -3.99 -0.10 -3.24
C -2.87 1.40 -3.59
C -3.23 2.21 -4.65
C -2.46 3.33 -4.95
C -1.35 3.65 -4.18
C -1.01 2.84 -3.11
C -1.76 1.70 -2.81
C -1.30 0.91 -1.64
O -0.82 1.51 -0.63
O -1.37 -0.35 -1.57
H -4.09 1.96 -5.25
H -2.73 3.95 -5.80
H -0.73 4.49 -4.43
H -0.12 3.04 -2.53
Cl -6.26 0.15 1.67
C -5.62 1.11 0.31
Cl -3.87 1.19 0.32
H -6.02 2.11 0.41
H -5.94 0.64 -0.61
S 1.14 0.50 -4.63
C 1.84 1.87 -4.00
N 2.33 2.82 -3.52

=====

Record 2
100
Properties=species:S:1:pos:R:3 method="wB97M-V/def2-TZVPD" spin_multiplicity=1 homo_ev=-9.605 e_tot_ev=-621359.2935 e_lumo_ev=-0.1 orbital_gap_ev=9.508 max_force_ha_per_bohr=0.036 smiles="CC[C@@H](F)[C@@]1([C@H](Cl)CC)OS(=O)(=O)O[C@]1(S)CCC(C)C.ClC(Cl)(Cl)Cl.ClC(Cl)(Cl)Cl.ClC(Cl)(Cl)Cl.ClC(Cl)(Cl)Cl.ClC(Cl)(Cl)Cl.ClC(Cl)(Cl)Cl.ClC(Cl)(Cl)Cl.ClC(Cl)(Cl)Cl.ClC(Cl)(Cl)Cl.ClC(Cl)(Cl)Cl.ClC(Cl)(Cl)Cl"
C -0.43 -3.65 5.51
C -1.01 -2.40 4.80
C -2.13 -1.82 5.66
F -1.97 -2.08 6.99
C -2.44 -0.31 5.45
C -3.30 -0.14 4.19
Cl -2.41 -0.38 2.66
C -4.13 1.15 4.21
C -5.61 0.90 4.47
O -3.45 -0.07 6.49
S -2.93 0.86 7.65
O -3.90 1.81 8.01
O -2.34 0.19 8.74
O -1.89 1.64 6.70
C -1.31 0.72 5.74
S 0.13 0.07 6.71
C -0.88 1.67 4.60
C 0.29 1.22 3.71
C 1.54 2.12 3.69
C 1.95 2.69 5.05
C 2.72 1.24 3.19
H -1.23 -4.29 5.86
H 0.19 -4.17 4.80
H 0.16 -3.30 6.34
H -0.18 -1.72 4.64
H -1.46 -2.75 3.88
H -3.04 -2.35 5.38
H -4.02 -0.95 4.23
H -4.03 1.65 3.25
H -3.76 1.84 4.96
H -5.92 -0.12 4.25
H -5.87 1.08 5.50
H -6.24 1.56 3.87
H 1.01 -0.33 5.79
H -0.68 2.61 5.10
H -1.73 1.86 3.95
H -0.08 1.23 2.68
H 0.57 0.20 3.88
H 1.45 2.93 2.97
H 2.88 3.22 4.91
H 2.15 1.93 5.80
H 1.23 3.43 5.38
H 2.78 1.22 2.11
H 2.64 0.25 3.62
H 3.62 1.66 3.63
Cl 1.40 0.74 -0.28
C 2.80 1.36 -1.17
Cl 3.66 2.55 -0.19
Cl 3.89 0.03 -1.56
Cl 2.24 2.13 -2.66
Cl -6.28 5.17 2.90
C -7.30 4.74 4.29
Cl -8.39 3.44 3.83
Cl -6.28 4.22 5.63
Cl -8.24 6.15 4.78
Cl 2.53 -2.60 -6.85
C 3.56 -1.95 -5.57
Cl 3.95 -3.24 -4.44
Cl 5.03 -1.28 -6.31
Cl 2.71 -0.66 -4.72
Cl 8.03 -4.84 -2.93
C 8.01 -4.62 -4.68
Cl 7.06 -5.94 -5.41
Cl 7.26 -3.08 -5.09
Cl 9.67 -4.65 -5.29
Cl 1.18 3.23 -5.33
C -0.02 2.39 -6.32
Cl -1.31 1.79 -5.27
Cl -0.68 3.51 -7.52
Cl 0.75 1.04 -7.15
Cl 5.99 -7.19 0.65
C 7.45 -8.02 0.09
Cl 7.64 -7.75 -1.65
Cl 8.85 -7.37 0.94
Cl 7.31 -9.75 0.41
Cl 3.50 0.22 -8.69
C 4.20 1.68 -9.40
Cl 5.37 2.37 -8.26
Cl 5.02 1.27 -10.91
Cl 2.92 2.85 -9.72
Cl -1.05 7.95 -10.78
C -2.13 6.60 -10.43
Cl -3.78 7.20 -10.22
Cl -2.10 5.45 -11.77
Cl -1.61 5.78 -8.95
Cl 8.72 -6.47 -7.89
C 9.44 -6.51 -9.51
Cl 10.45 -7.95 -9.68
Cl 8.15 -6.55 -10.72
Cl 10.42 -5.06 -9.74
Cl -10.89 0.55 4.70
C -10.88 1.09 6.38
Cl -9.23 1.04 7.00
Cl -11.48 2.75 6.47
Cl -11.92 0.04 7.35
Cl -5.44 0.79 -6.37
C -4.52 0.80 -7.88
Cl -3.46 -0.61 -7.93
Cl -5.63 0.77 -9.25
Cl -3.53 2.27 -7.95

=====

Record 3
60
Properties=species:S:1:pos:R:3 method="wB97M-V/def2-TZVPD" spin_multiplicity=5 homo_ev="-14.032 / -14.702" e_tot_ev=-62397.3536 e_lumo_ev="-5.6 / -8.6" total_charge=+2 orbital_gap_ev="8.386 / 6.108" max_force_ha_per_bohr=0.015 s_squared=6.070
Pt -0.02 0.29 -0.18
C 2.72 -1.46 3.58
N 1.33 -1.08 3.77
C 0.81 -1.09 5.14
C 0.56 -0.83 2.72
O 1.00 -0.83 1.55
C -0.92 -0.55 2.98
O -1.69 -0.62 1.80
C -2.21 -1.88 1.45
C -1.61 -2.42 0.15
O -0.75 -1.77 -0.49
N -2.02 -3.61 -0.26
C -1.49 -4.18 -1.50
C -3.14 -4.34 0.32
H 3.36 -0.90 4.26
H 3.02 -1.27 2.56
H 2.84 -2.53 3.80
H 1.65 -0.97 5.82
H 0.31 -2.03 5.38
H 0.13 -0.26 5.31
H -1.03 0.47 3.34
H -1.31 -1.23 3.73
H -3.29 -1.75 1.30
H -2.05 -2.61 2.24
H -0.58 -3.66 -1.79
H -2.22 -4.11 -2.30
H -1.26 -5.23 -1.32
H -3.35 -4.03 1.34
H -2.91 -5.40 0.32
H -4.04 -4.19 -0.29
Cl 3.56 3.31 -6.17
C 2.63 2.44 -5.06
C 1.55 1.65 -5.52
C 0.81 0.94 -4.63
C 1.10 0.95 -3.21
O 0.42 0.23 -2.45
C 2.21 1.79 -2.77
C 2.61 1.89 -1.37
O 2.07 1.40 -0.40
C 2.95 2.49 -3.70
H 1.31 1.63 -6.57
H -0.02 0.32 -4.96
H 3.53 2.48 -1.21
H 3.79 3.08 -3.37
F -5.28 8.01 0.92
C -4.04 8.18 0.46
F -4.11 8.75 -0.74
F -3.39 9.00 1.29
C -3.35 6.83 0.36
C -2.18 6.59 1.09
C -1.56 5.36 0.97
C -2.13 4.37 0.14
C -3.31 4.64 -0.59
C -3.91 5.87 -0.47
C -1.51 3.13 0.04
C -0.94 2.03 -0.04
H -1.77 7.35 1.73
H -0.66 5.15 1.52
H -3.73 3.87 -1.23
H -4.82 6.09 -1.02

=====

Record 4
62
Properties=species:S:1:pos:R:3 method="wB97M-V/def2-TZVPD" spin_multiplicity=2 homo_ev="-8.674 / -8.264" e_tot_ev=-98694.6285 e_lumo_ev="-0.5 / -0.5" orbital_gap_ev="8.223 / 7.772" max_force_ha_per_bohr=0.023 s_squared=0.872
Mn 0.87 0.97 1.08
N 1.21 -0.69 2.39
C 2.40 -1.45 1.99
C 3.04 -0.88 0.72
O 4.03 -1.39 0.24
O 2.42 0.15 0.23
H 1.39 -0.26 3.30
H 0.42 -1.30 2.53
H 2.15 -2.50 1.80
H 3.15 -1.44 2.77
O -0.96 3.18 2.12
N -1.09 2.04 1.33
C -2.05 2.24 0.51
C -2.63 1.30 -0.46
C -3.88 1.68 -0.95
C -4.59 0.88 -1.83
C -4.04 -0.33 -2.23
C -2.80 -0.72 -1.76
C -2.07 0.09 -0.89
P -0.46 -0.50 -0.27
C 0.38 -1.07 -1.78
C 1.39 -2.03 -1.69
C 2.14 -2.37 -2.80
C 1.90 -1.76 -4.02
C 0.91 -0.79 -4.11
C 0.15 -0.45 -3.00
C -1.09 -2.00 0.57
C -1.06 -3.28 0.03
C -1.64 -4.35 0.71
C -2.26 -4.14 1.93
C -2.31 -2.86 2.47
C -1.72 -1.80 1.80
H -0.25 2.93 2.76
H -2.56 3.20 0.58
H -4.31 2.63 -0.63
H -5.56 1.20 -2.19
H -4.59 -0.98 -2.91
H -2.38 -1.66 -2.08
H 1.62 -2.51 -0.74
H 2.93 -3.10 -2.70
H 2.49 -2.02 -4.88
H 0.72 -0.30 -5.06
H -0.61 0.32 -3.09
H -0.59 -3.46 -0.93
H -1.60 -5.34 0.28
H -2.71 -4.97 2.46
H -2.79 -2.69 3.42
H -1.76 -0.81 2.23
O 2.34 3.51 4.17
Cl 2.28 2.22 3.59
O 2.78 1.20 4.46
O 0.85 1.88 3.30
O 2.94 2.16 2.31
N 2.56 2.60 -0.59
C 2.86 3.78 -1.12
C 1.71 4.55 -1.08
C 0.76 3.72 -0.48
N 1.28 2.53 -0.19
H 3.11 1.75 -0.46
H 3.85 3.99 -1.49
H 1.59 5.56 -1.42
H -0.27 3.93 -0.26